22
Properties=species:S:1:pos:R:3:forces:R:3 method="wB97M-V/def2-TZVPD" orbital_gap_ev=11.843 homo_energy_ha=-0.53059 spin_multiplicity=1 total_charge=+1 smiles="C[C@H]1C[NH+]=[P@@]2(NCCO2)O1"
C 2.232460 -1.065978 0.209237 -2.00 2.50 0.69
C 1.870440 0.335047 0.769781 0.44 -0.68 1.54
C 1.778786 1.328855 -0.393034 -1.91 3.14 1.58
N 0.456406 1.025943 -1.086272 -0.10 -1.14 2.07
P -0.537979 0.366012 0.081834 1.59 0.60 0.33
N -1.351644 -0.995007 -0.190417 -1.13 0.29 0.15
C -2.789027 -0.734324 -0.298317 -0.53 2.41 2.22
C -2.946907 0.436126 0.758261 -0.71 -1.76 -1.77
O -1.812390 1.241790 0.354216 1.05 0.46 1.32
O 0.511824 0.324017 1.310477 -2.05 -0.45 -1.59
H 1.489572 -1.366469 -0.490163 -0.64 0.02 -1.07
H 2.228602 -1.848492 0.878104 0.61 -1.39 1.92
H 3.106238 -0.876065 -0.285515 2.55 -0.34 -1.26
H 2.425244 0.646951 1.759130 -0.37 -0.41 -2.57
H 1.651617 2.414862 0.085842 0.70 -2.17 -1.19
H 2.541621 1.295859 -1.128445 0.87 -0.08 -0.35
H 0.012624 1.770783 -1.591203 0.13 0.38 -0.43
H -1.287989 -1.806942 -0.725953 2.05 -1.42 -0.80
H -3.318596 -1.595183 0.051480 -0.53 -0.52 -0.37
H -3.051288 -0.305679 -1.252400 -0.33 -0.50 -0.55
H -3.790778 1.082921 0.526115 -0.15 -0.31 0.56
H -2.949843 -0.078601 1.752400 0.47 1.35 -0.43



71
Properties=species:S:1:pos:R:3:forces:R:3 method="wB97M-V/def2-TZVPD" orbital_gap_ev="5.953 / 6.684" homo_energy_ha="-0.33728 / -0.36975" spin_multiplicity=4 total_charge=+1 s_squared=3.886
C 1.255049 -1.602714 -0.039370 0.49 -0.53 -0.81
C 1.847490 -1.093481 -1.245844 -0.93 -0.32 0.84
C 0.945183 -1.314144 -2.320956 -0.90 -0.25 1.07
C -0.219749 -1.987724 -1.797483 0.39 -0.60 -0.46
C -0.005372 -2.223190 -0.385353 0.08 -0.17 -0.02
Tc -0.357737 -0.187101 -0.582768 1.95 0.41 -1.97
C -2.982367 1.333072 -2.123918 5.36 2.31 0.83
C -2.403349 0.950479 -0.844907 -2.55 -2.04 -0.24
H -2.569518 1.635414 -0.016136 0.26 0.15 -0.08
C -2.399470 -0.500361 -0.472463 -0.75 1.03 -0.18
H -2.894476 -1.148329 -1.188279 0.16 -0.01 -0.10
H -2.724869 -0.736023 0.538290 -0.01 0.12 0.03
C -3.065362 2.878094 -2.333236 -2.69 -0.54 -0.22
H -2.594069 3.579439 -1.654487 0.31 -0.50 0.67
H -2.850796 3.287419 -3.329527 -0.01 -0.68 -0.02
H -4.166948 3.034364 -2.183093 0.68 0.48 -0.24
C -2.558542 0.564191 -3.351158 -0.74 -0.76 -0.77
H -1.656097 -0.089460 -3.417874 -0.43 0.67 1.09
H -3.388598 -0.099804 -3.478018 -0.55 -0.99 -0.68
H -2.502635 1.123427 -4.290404 -0.30 0.42 0.40
C 3.208908 -0.521374 -1.334742 0.49 0.34 -0.01
H 3.449168 0.051629 -0.432833 0.02 -0.07 -0.14
H 3.972648 -1.311018 -1.436778 -0.32 0.14 0.04
H 3.301527 0.149200 -2.190972 0.08 -0.16 0.10
C 1.201681 -0.999437 -3.748119 -0.10 0.30 -0.39
H 1.719638 -0.041661 -3.848427 -0.01 -0.08 -0.07
H 1.825997 -1.775558 -4.220116 -0.18 0.17 0.24
H 0.266945 -0.937587 -4.318246 0.23 -0.02 0.09
C -1.239835 -2.700892 -2.616008 -0.04 -0.27 -0.19
H -1.454212 -2.164966 -3.542582 -0.08 -0.14 0.09
H -0.865650 -3.699773 -2.889053 -0.11 0.22 0.05
H -2.171745 -2.839137 -2.061996 0.12 0.02 -0.18
C -0.769755 -3.173195 0.469547 -0.16 -0.30 0.09
H -1.813007 -3.235641 0.146711 0.15 0.00 0.11
H -0.338552 -4.184780 0.417610 -0.10 0.23 0.03
H -0.752618 -2.857850 1.519215 0.00 -0.13 -0.19
C 1.986886 -1.814619 1.239044 0.21 0.19 0.28
H 1.300912 -2.073862 2.050517 0.18 0.02 -0.12
H 2.713211 -2.635106 1.134303 -0.20 0.21 0.01
H 2.539306 -0.913052 1.527014 -0.04 -0.17 0.06
C 1.460768 2.025985 -2.082710 -3.12 3.26 1.10
C 0.156885 2.473598 -2.525577 2.23 -1.82 -3.68
C 2.649874 2.663275 -2.516021 -1.85 -1.57 -0.02
C 0.261955 2.664604 -3.989289 -3.04 0.18 1.20
H -0.925590 2.415082 -2.339394 1.17 -0.49 1.43
C 2.651590 3.009909 -3.855399 -0.66 -0.27 0.75
H 3.389974 2.765351 -1.741824 0.83 -0.04 -0.46
C 1.447256 2.915419 -4.579361 1.32 -0.04 -0.45
H -0.738068 2.646120 -4.627187 2.28 0.23 1.45
H 3.550147 3.312373 -4.312167 0.85 0.57 -0.61
H 1.453536 3.056900 -5.633584 0.19 0.24 -0.70
C -1.314339 -1.825115 5.796689 -0.20 -0.08 0.19
C -0.165108 -1.712897 4.818420 0.19 0.04 -0.48
N -0.562375 -1.020963 3.563362 0.35 0.34 0.06
C 0.057777 0.056871 3.078962 -0.22 0.41 -0.67
S -0.303770 0.770669 1.514687 0.26 0.40 2.31
N 0.936179 0.734734 3.897029 -0.20 0.41 -0.55
C 0.394232 1.455334 5.088019 -0.06 -0.24 -0.15
C 1.533625 1.976471 5.938724 0.00 -0.01 0.23
H -1.806936 -0.860103 5.958233 0.08 -0.16 -0.04
H -0.942444 -2.182410 6.762507 -0.07 0.02 -0.17
H -2.060482 -2.543952 5.440787 0.06 0.17 0.08
H 0.681007 -1.156037 5.231093 -0.23 -0.17 -0.12
H 0.209245 -2.710370 4.543893 -0.11 0.23 0.04
H -1.302377 -1.424195 2.992332 0.30 0.18 0.19
H 1.530446 1.370743 3.354441 -0.46 -0.39 0.15
H -0.232556 2.291477 4.735807 0.08 -0.30 0.12
H -0.241340 0.759070 5.645336 0.15 0.22 -0.07
H 2.082236 2.771000 5.423377 -0.03 -0.14 0.05
H 1.126607 2.398146 6.862196 0.10 0.01 -0.12
H 2.232835 1.178029 6.209528 -0.13 0.12 -0.08



14
Properties=species:S:1:pos:R:3:forces:R:3 method="wB97M-V/def2-TZVPD" orbital_gap_ev=11.567 homo_energy_ha=-0.39799 spin_multiplicity=1 smiles=CC[C@@]1(C#N)CO1
C -1.722801 -0.260396 0.213314 -1.63 -0.10 1.33
C -0.361820 -0.737355 0.306297 -0.05 -2.70 -2.32
C 0.572262 0.209858 -0.177417 2.73 -1.15 -0.73
C 0.224571 0.967522 -1.291135 -0.72 1.63 -2.06
N -0.119003 1.617245 -2.176628 0.18 -0.22 0.25
C 1.792458 0.453163 0.450536 2.18 0.77 1.69
O 1.899605 -0.618157 -0.456194 -1.11 1.49 0.22
H -1.833773 0.389425 1.068666 -0.72 0.90 -0.11
H -2.318128 -1.123395 0.457312 -0.90 -0.15 -0.35
H -1.947096 0.174750 -0.754424 -0.37 0.10 0.20
H -0.127325 -1.211744 1.248438 0.37 -0.05 0.04
H -0.188924 -1.407633 -0.595003 -0.74 -0.66 1.57
H 2.339446 1.345535 0.206163 0.38 0.29 -0.06
H 1.790522 0.201182 1.500069 0.40 -0.15 0.34



9
Properties=species:S:1:pos:R:3:forces:R:3 method="wB97M-V/def2-TZVPD" orbital_gap_ev=9.791 homo_energy_ha=-0.35519 spin_multiplicity=1
C 0.106684 -0.870134 -0.539027 -3.64 -2.05 0.48
C 0.082377 0.977311 0.861510 -0.25 0.18 0.06
N 0.069353 -0.419994 -1.883524 -0.12 0.58 -0.10
N 0.773163 -1.411614 -1.658388 0.51 -0.36 0.22
O 0.663649 -0.272602 0.500314 0.41 -0.24 -0.19
H -1.537335 -1.863961 -0.164170 3.07 1.92 -0.46
H 0.772521 1.438127 1.562113 -0.04 0.00 -0.01
H -0.885971 0.812083 1.339789 0.04 -0.01 -0.04
H -0.044441 1.610783 -0.018618 0.02 -0.01 0.05